{
  "formula": "C86H151N20O54S10",
  "method": "ωB97M-V with the def2-TZVPD basis set",
  "e_homo_ev": -9.5877,
  "gap_ev": 6.599,
  "charge": 1,
  "total_energy_ev": -340333.751,
  "symbols": ["C", "N", "C", "C", "C", "C", "C", "C", "C", "C", "N", "C", "C", "C", "H", "H", "H", "H", "H", "H", "H", "H", "H", "H", "H", "H", "H", "H", "C", "C", "C", "O", "H", "H", "H", "H", "H", "H", "H", "O", "C", "N", "C", "H", "H", "H", "H", "H", "O", "C", "N", "C", "H", "H", "H", "H", "H", "O", "C", "N", "C", "H", "H", "H", "H", "H", "O", "C", "N", "C", "H", "H", "H", "H", "H", "O", "C", "N", "C", "H", "H", "H", "H", "H", "O", "C", "N", "C", "H", "H", "H", "H", "H", "O", "C", "N", "C", "H", "H", "H", "H", "H", "O", "C", "N", "C", "H", "H", "H", "H", "H", "O", "C", "N", "C", "H", "H", "H", "H", "H", "O", "C", "N", "C", "H", "H", "H", "H", "H", "O", "C", "N", "C", "H", "H", "H", "H", "H", "O", "C", "N", "C", "H", "H", "H", "H", "H", "O", "C", "N", "C", "H", "H", "H", "H", "H", "N", "C", "C", "C", "C", "C", "H", "H", "H", "H", "H", "N", "C", "C", "C", "C", "C", "H", "H", "H", "H", "H", "N", "C", "C", "C", "C", "C", "H", "H", "H", "H", "H", "N", "C", "C", "C", "C", "C", "H", "H", "H", "H", "H", "N", "C", "C", "C", "C", "C", "H", "H", "H", "H", "H", "C", "C", "O", "S", "O", "O", "O", "H", "H", "H", "H", "C", "C", "O", "S", "O", "O", "O", "H", "H", "H", "H", "C", "C", "O", "S", "O", "O", "O", "H", "H", "H", "H", "C", "C", "O", "S", "O", "O", "O", "H", "H", "H", "H", "C", "C", "O", "S", "O", "O", "O", "H", "H", "H", "H", "C", "C", "O", "S", "O", "O", "O", "H", "H", "H", "H", "C", "C", "O", "S", "O", "O", "O", "H", "H", "H", "H", "C", "C", "O", "S", "O", "O", "O", "H", "H", "H", "H", "C", "C", "O", "S", "O", "O", "O", "H", "H", "H", "H", "C", "C", "O", "S", "O", "O", "O", "H", "H", "H", "H"],
  "xyz": [[2.60287, -3.40109, 1.07945], [1.59677, -2.27987, 0.92818], [1.61448, -1.26077, 1.84892], [0.77678, -0.15944, 1.72013], [0.01720, -0.06890, 0.55569], [0.16762, -1.03401, -0.39582], [0.92921, -2.16404, -0.26344], [-0.96534, 1.07740, 0.31437], [-2.29656, 0.86178, -0.14413], [-3.09709, 2.04606, -0.20653], [-2.60544, 3.26818, 0.03639], [-1.36791, 3.45423, 0.48137], [-0.43896, 2.39060, 0.57818], [-3.37360, 4.45675, -0.49240], [2.63763, -3.79677, 2.09450], [3.55788, -2.98466, 0.75906], [2.49672, -4.24567, 0.39861], [2.17914, -1.50385, 2.73687], [0.63643, 0.51264, 2.55381], [-0.37546, -0.85541, -1.31210], [0.82170, -3.10787, -0.77728], [-2.64220, -0.14573, -0.32267], [-4.03771, 2.08259, -0.73596], [-1.15651, 4.46942, 0.78318], [0.49528, 2.69055, 1.02945], [-3.13064, 4.71898, -1.52211], [-3.11931, 5.37333, 0.03987], [-4.43662, 4.21621, -0.47690], [0.08344, 6.52956, -0.62272], [-0.07517, 7.43674, 0.54625], [-1.13545, 8.53758, 0.29400], [-0.37172, 6.74890, 1.74173], [0.75749, 5.67839, -0.52652], [0.26374, 7.12205, -1.51969], [-0.90572, 6.08302, -0.72398], [0.81670, 8.05024, 0.67384], [-1.97976, 8.19983, -0.30698], [-0.82375, 9.37404, -0.33153], [-1.56539, 9.02720, 1.16778], [2.89435, 0.30751, 5.02314], [2.20657, 1.19410, 5.54244], [1.03742, 0.99771, 6.19621], [2.72709, 2.60919, 5.49335], [0.40311, 1.77781, 6.29212], [0.73534, 0.03554, 6.25159], [2.42776, 3.22103, 4.64238], [3.80941, 2.50732, 5.41389], [2.41880, 3.07961, 6.42703], [-4.41381, 2.95531, -3.31983], [-5.23297, 2.22463, -3.83690], [-6.02590, 1.45071, -3.08184], [-5.36175, 2.22031, -5.32676], [-6.92878, 1.26594, -3.49510], [-5.97694, 1.77481, -2.12651], [-6.40633, 2.10926, -5.61767], [-4.86213, 1.37052, -5.79188], [-4.99889, 3.14668, -5.77203], [-2.29910, 10.01699, 4.78168], [-1.39005, 9.60172, 4.04498], [-1.26616, 8.30421, 3.95374], [-0.35456, 10.49690, 3.42037], [-1.74329, 7.61268, 4.51431], [-0.71483, 7.91412, 3.20278], [0.21469, 9.94037, 2.67584], [0.36925, 10.92720, 4.11248], [-0.91393, 11.31736, 2.97087], [-4.96329, 7.47821, 0.41751], [-4.83952, 7.20061, 1.59444], [-3.68920, 6.84385, 2.10679], [-6.01304, 7.27254, 2.55612], [-2.83160, 6.92915, 1.58013], [-3.62004, 6.80481, 3.11366], [-5.93929, 6.38615, 3.18617], [-6.96490, 7.24364, 2.02582], [-5.93285, 8.12127, 3.23532], [-0.60902, 0.23830, -3.20020], [-0.76889, 0.91262, -4.18255], [-0.61556, 0.50629, -5.35541], [-1.16460, 2.39996, -4.13814], [-1.05430, 1.08124, -6.06042], [-0.66536, -0.50012, -5.42448], [-2.24913, 2.43200, -4.24239], [-0.59324, 3.02342, -4.82587], [-1.04189, 2.71422, -3.10167], [3.04752, 3.40270, 1.63248], [2.72192, 4.58719, 1.66222], [1.77497, 4.94573, 2.46704], [3.46795, 5.65584, 0.80735], [1.13196, 5.67790, 2.20141], [1.49792, 4.32013, 3.20998], [3.87764, 5.16769, -0.07693], [4.35610, 5.98342, 1.34770], [2.83248, 6.52931, 0.66124], [-0.49038, 2.84216, 3.84589], [-1.41416, 3.60382, 4.11320], [-1.50594, 4.89139, 3.82813], [-2.61165, 3.02706, 4.86085], [-0.67428, 5.32272, 3.45075], [-2.40123, 5.32336, 4.00687], [-2.80460, 3.33559, 5.88832], [-2.59586, 1.95222, 4.68037], [-3.49999, 3.38929, 4.34340], [4.85258, -1.73287, -5.46218], [3.85777, -1.05401, -5.60612], [3.23784, -1.18793, -6.72652], [3.30809, -0.11077, -4.52111], [3.53947, -1.86280, -7.41477], [2.46227, -0.57744, -6.94071], [2.25144, -0.29725, -4.32924], [3.42040, 0.97255, -4.56498], [3.85237, -0.44822, -3.63908], [-2.92934, 11.29246, -3.72833], [-2.82019, 10.14774, -3.37960], [-1.68350, 9.39724, -3.42574], [-4.11674, 9.42490, -3.08579], [-1.69285, 8.42104, -3.16679], [-0.82551, 9.86196, -3.68649], [-4.13776, 9.15422, -2.03014], [-4.23152, 8.49696, -3.64600], [-4.97975, 10.01973, -3.38495], [3.06825, -3.32809, -2.61717], [4.16986, -3.73152, -2.65028], [5.02754, -3.18140, -1.78840], [4.69685, -4.85058, -3.54125], [4.76789, -2.39871, -1.20523], [5.99300, -3.37795, -2.01061], [5.77334, -5.01743, -3.50343], [4.56368, -4.42341, -4.53518], [4.08665, -5.75377, -3.53715], [-0.45000, -2.33893, -5.80579], [0.23078, -2.93644, -5.00122], [1.47075, -3.33561, -5.15032], [-0.39748, -3.13059, -3.65680], [1.84106, -3.24528, -6.08563], [2.02248, -3.41779, -4.30833], [-1.22058, -2.42065, -3.73810], [0.24539, -3.06701, -2.77887], [-0.72156, -4.16745, -3.56740], [5.01110, -0.59371, 0.27099], [4.74489, 0.43951, 0.92077], [4.10780, 1.38608, 0.26948], [5.28359, 0.76253, 2.41332], [3.86510, 1.14161, -0.67995], [3.82578, 2.21078, 0.77983], [4.48844, 1.09186, 3.08219], [6.06660, 1.52035, 2.38690], [5.72896, -0.10136, 2.90671], [-7.00151, 2.47995, -0.35723], [-7.98633, 2.86112, 0.18371], [-9.13208, 2.49101, -0.18705], [-7.97985, 3.95917, 1.26953], [-9.88276, 2.86558, 0.37535], [-9.20585, 1.83536, -0.95175], [-7.20388, 4.65065, 0.94116], [-7.66937, 3.45689, 2.18572], [-8.92746, 4.49517, 1.32258], [-0.46154, -7.26067, 4.19329], [-1.24966, -8.31127, 3.88470], [-1.12987, -9.05469, 2.66511], [-0.17825, -8.63804, 1.70289], [0.58608, -7.47375, 2.00612], [0.48168, -6.79161, 3.28605], [-2.03424, -8.50674, 4.60069], [-1.86033, -9.82540, 2.46805], [-0.15105, -9.05644, 0.70761], [1.24433, -7.05748, 1.25790], [1.12085, -6.00503, 3.65908], [0.72661, -5.56518, -0.83593], [1.80237, -6.32979, -1.29771], [1.65728, -7.33105, -2.18590], [0.36602, -7.64719, -2.64273], [-0.66932, -6.83484, -2.29521], [-0.48481, -5.81941, -1.29795], [2.78762, -6.08833, -0.92708], [2.52426, -7.89448, -2.49780], [0.08203, -8.49621, -3.24680], [-1.63618, -7.03436, -2.73313], [-1.32922, -5.17554, -1.10094], [3.61562, -0.79654, 8.73963], [4.32772, -1.08720, 7.64289], [4.78134, -2.38972, 7.29981], [4.43639, -3.40971, 8.14299], [3.68459, -3.09791, 9.35648], [3.41183, -1.76279, 9.59166], [4.54762, -0.13819, 7.17660], [5.33831, -2.47493, 6.37844], [4.85782, -4.37305, 7.89649], [3.47040, -3.95970, 9.97117], [2.81266, -1.49925, 10.45070], [1.84977, 3.71989, -3.95391], [2.55688, 4.00712, -5.05337], [3.10430, 5.28710, -5.30198], [2.95692, 6.21708, -4.28585], [2.30144, 5.96448, -3.12807], [1.73170, 4.74849, -3.04125], [2.69941, 3.24538, -5.80559], [3.77585, 5.45242, -6.13150], [3.49101, 7.12228, -4.53435], [2.27487, 6.51427, -2.19886], [1.11868, 4.49773, -2.18817], [-9.48593, -0.19268, -1.62120], [-10.06103, -0.96229, -2.57379], [-10.13059, -2.36759, -2.39787], [-9.62582, -2.90701, -1.27144], [-9.03159, -2.11609, -0.25501], [-8.93329, -0.76603, -0.52130], [-10.50402, -0.49357, -3.44009], [-10.70412, -2.82864, -3.18837], [-9.76334, -3.93279, -0.96279], [-8.50279, -2.55725, 0.57695], [-8.37647, -0.09737, 0.11844], [-4.63329, -1.66997, 4.51707], [-6.04967, -1.92800, 3.98846], [-6.03633, -1.80233, 2.59633], [-4.67405, -1.10834, 2.10211], [-4.98116, 0.30277, 2.04162], [-4.01336, -1.70799, 0.94451], [-3.84007, -1.46321, 3.41738], [-4.21969, -2.59344, 4.92236], [-4.71667, -0.91893, 5.30262], [-6.73757, -1.21886, 4.44889], [-6.37099, -2.92109, 4.30252], [5.41239, -6.85198, 6.20500], [4.25668, -7.89930, 6.03614], [3.60653, -7.38575, 4.88658], [3.62984, -5.75451, 4.77370], [2.53794, -5.04847, 5.52235], [3.83652, -5.30221, 3.35761], [5.05021, -5.64305, 5.66323], [6.38937, -7.16812, 5.83940], [5.43729, -6.86312, 7.29466], [3.62701, -7.90997, 6.92580], [4.66169, -8.91008, 5.98730], [6.92361, -7.24847, -1.93289], [7.83401, -7.18906, -3.15964], [7.45846, -8.33081, -3.95211], [5.84238, -8.72908, -3.75918], [5.76834, -10.13321, -3.35130], [4.97560, -8.14546, -4.80627], [5.67411, -7.69645, -2.46184], [6.60856, -6.31136, -1.47388], [7.28109, -7.98188, -1.21011], [8.90222, -7.17955, -2.94301], [7.62698, -6.29473, -3.74735], [8.60822, -0.93472, -0.84741], [8.86094, -0.71031, -2.32580], [9.43329, -1.81517, -2.91361], [9.26065, -3.15639, -1.90634], [10.55775, -3.67780, -1.47442], [8.23704, -4.05823, -2.45282], [8.66538, -2.31481, -0.67828], [7.54464, -0.71658, -0.75089], [9.16356, -0.34840, -0.11535], [9.31643, 0.19684, -2.72291], [7.89292, -0.69036, -2.82645], [-5.44571, -2.32606, -4.24137], [-6.30598, -2.57094, -3.03216], [-5.54409, -3.29962, -2.12081], [-3.95020, -3.46042, -2.62775], [-3.36994, -4.76799, -2.33872], [-3.15574, -2.32076, -2.18062], [-4.37441, -3.27217, -4.20550], [-5.27560, -1.25336, -4.33342], [-6.05169, -2.46284, -5.13701], [-7.10329, -3.29760, -3.18823], [-6.73249, -1.74795, -2.45868], [-2.38442, -4.59408, 3.49329], [-1.81182, -4.08524, 2.15409], [-1.19144, -2.88985, 2.47483], [-0.69454, -2.82895, 4.03080], [-1.27200, -1.55855, 4.48383], [0.72986, -3.01563, 4.12440], [-1.41722, -4.27365, 4.43621], [-2.36135, -5.68143, 3.42101], [-3.36305, -4.13628, 3.63753], [-2.52878, -3.77552, 1.39375], [-1.13814, -4.63868, 1.49990], [-0.16314, 6.88929, -5.61364], [-1.10559, 7.73665, -6.38739], [-2.43174, 7.47665, -5.79999], [-2.53988, 6.05904, -4.94609], [-2.85738, 4.96310, -5.85598], [-3.32819, 6.17864, -3.70618], [-0.92747, 6.20409, -4.64559], [0.56687, 7.54618, -5.14067], [0.38899, 6.17928, -6.22938], [-1.15968, 7.56114, -7.46181], [-0.95851, 8.78839, -6.14185], [-6.78114, 7.23516, -3.04571], [-6.09965, 5.85330, -2.58583], [-7.01302, 5.11694, -1.79797], [-8.53601, 5.36764, -2.37101], [-9.49837, 5.54921, -1.26078], [-8.79951, 4.50517, -3.52274], [-8.18979, 6.83624, -3.02203], [-6.24265, 7.56920, -3.93259], [-6.64637, 7.96793, -2.25011], [-5.18314, 5.93187, -2.00107], [-5.81804, 5.29069, -3.47593], [7.31864, -3.45360, 3.31010], [6.41230, -3.46897, 2.10077], [6.08236, -4.82081, 1.85791], [7.01137, -5.84845, 2.74280], [8.31729, -6.04375, 2.09956], [6.25766, -7.01302, 3.15300], [7.14157, -4.69469, 3.88348], [7.15741, -2.70288, 4.08375], [8.37551, -3.39889, 3.04910], [6.94006, -3.06822, 1.23534], [5.57354, -2.78530, 2.23175], [4.44219, -8.64927, 0.88024], [3.79508, -9.52554, 1.94624], [3.17041, -10.52125, 1.27306], [3.68560, -10.73047, -0.36710], [2.54689, -10.94923, -1.32417], [4.99356, -11.44136, -0.37447], [3.96481, -9.08893, -0.40757], [5.51862, -8.81386, 0.92833], [4.18033, -7.60113, 1.02492], [3.01558, -8.92434, 2.41426], [4.60909, -9.71168, 2.64683]],
  "forces_ev_per_a": [[0.295, 0.333, -0.120], [1.012, 0.220, -0.676], [-0.671, -1.167, -0.496], [0.082, -0.708, 0.057], [-0.356, 1.161, 0.601], [-0.892, -0.260, -2.162], [-0.140, -0.272, 2.897], [1.340, 0.333, 0.292], [0.978, 2.644, 1.350], [0.847, -1.734, -1.594], [-0.634, 0.292, -1.063], [1.624, -0.883, 0.353], [-3.297, 0.437, 0.249], [-0.163, 0.110, 0.238], [-0.108, 0.417, -0.001], [0.120, 0.250, 0.484], [-1.034, 0.352, -0.090], [0.143, 0.387, 0.093], [0.269, 0.226, 0.038], [-0.112, -0.386, -0.338], [0.449, 0.213, -0.711], [-0.345, 0.165, -0.206], [-0.347, -0.350, 0.407], [0.451, 0.267, -0.023], [0.419, -0.697, -0.154], [0.374, -0.811, -0.194], [-0.215, -0.415, 0.558], [0.064, 0.110, 0.315], [-1.121, -0.131, -0.585], [-0.408, 1.145, 2.292], [-0.607, 0.212, -1.058], [0.170, -0.432, -0.653], [0.416, 0.358, 0.258], [0.195, -0.217, -0.226], [-0.227, -0.198, -0.436], [0.887, -0.076, 0.097], [-0.426, -0.617, 0.146], [0.729, 0.073, -0.063], [0.287, -0.431, 0.348], [-0.956, 0.073, 0.558], [0.758, -0.048, -1.226], [0.593, -0.295, -0.299], [0.084, 0.006, 0.486], [0.025, -0.387, 0.084], [-0.385, 0.226, -0.037], [-0.359, -0.370, 0.017], [-0.042, 0.215, 0.277], [0.309, 0.437, -0.101], [1.005, 0.493, 0.763], [0.595, 0.834, -0.829], [-0.361, -0.396, -0.326], [-0.825, -0.332, -0.693], [-0.127, -0.167, 0.499], [-0.787, -0.274, 0.424], [-0.171, 0.032, -0.013], [0.281, -0.018, 0.155], [0.191, -0.125, 0.290], [0.617, 0.887, -0.716], [-1.841, 1.567, 3.249], [1.566, -2.717, -1.318], [-0.316, -0.121, -0.811], [-0.322, 0.905, 0.129], [0.375, -0.583, -0.472], [-0.020, 0.165, -0.205], [-0.344, -0.240, 0.376], [0.256, 0.051, -0.168], [-0.101, -0.092, -1.063], [-2.174, 1.154, -0.591], [1.698, -0.878, 1.578], [0.339, -0.688, 0.202], [0.340, 0.143, 0.121], [0.167, 0.170, -0.300], [-0.266, -0.127, 0.178], [0.218, 0.237, 0.021], [-0.054, 0.189, -0.248], [0.221, -1.276, 2.120], [-0.662, 4.690, 3.737], [0.108, -2.151, -5.487], [-0.272, -0.735, 1.478], [0.299, -0.390, -0.288], [0.239, -0.560, -0.835], [-0.063, 0.291, -0.602], [-0.291, -0.072, 0.052], [0.421, 0.308, -0.054], [0.848, -0.569, -0.031], [1.965, -0.279, -1.535], [-1.407, 1.230, 1.537], [-0.540, -0.930, 0.821], [-0.684, 1.219, 0.053], [-0.241, -0.375, -0.484], [-0.492, 0.223, -0.262], [-0.133, -0.006, 0.384], [0.087, -0.071, -0.398], [0.628, 0.714, -0.350], [-0.771, -1.892, 1.563], [0.398, 0.064, 0.014], [-0.782, 0.055, -1.149], [-0.552, 0.860, -0.561], [0.661, 0.347, -0.233], [0.713, -0.172, 0.104], [0.041, 0.022, 0.568], [-0.303, -0.004, -0.184], [1.262, -0.545, 1.454], [1.510, 0.712, 2.001], [-3.182, 0.836, -3.243], [0.150, -0.892, 0.540], [0.179, 0.262, 0.189], [-0.052, -0.329, -0.151], [-0.124, -0.095, -0.154], [0.282, -0.094, -0.718], [-0.083, 0.134, 0.154], [1.260, 1.289, -0.039], [-1.834, -0.917, -1.119], [0.263, 0.195, 0.159], [-0.046, -0.884, 0.355], [0.062, 0.275, 0.046], [-0.097, -0.139, 0.233], [-0.334, 0.008, 0.151], [0.479, -0.144, 0.002], [0.345, 0.367, 0.382], [-5.566, 0.897, -0.909], [3.423, -1.436, 0.661], [2.249, -0.551, 0.120], [-0.336, 1.094, -0.903], [0.060, 0.203, -0.204], [0.214, 0.311, 0.635], [-0.185, -0.209, 0.527], [-0.096, -0.038, -0.328], [0.201, 0.057, 0.404], [-0.422, 0.319, -2.177], [-0.690, 0.553, 2.249], [0.788, -0.507, -0.953], [-0.207, -0.503, 0.141], [0.462, 0.094, 0.398], [0.524, -0.395, -0.010], [0.004, -0.311, 1.024], [0.177, 0.685, -0.248], [-0.523, -0.069, -0.328], [0.287, -0.458, 1.352], [1.757, -1.058, 0.411], [-0.169, 0.376, 0.440], [-0.703, -0.574, -1.326], [-0.172, 0.354, 0.142], [-0.432, 0.669, -0.354], [-0.164, 0.159, -0.244], [-0.180, 0.163, -0.302], [-0.131, -0.292, -0.463], [4.088, -1.407, -1.337], [1.271, 3.464, 2.383], [-4.606, -0.979, -0.342], [0.701, -0.724, -0.728], [-0.497, -0.488, -0.829], [-0.630, -0.275, -0.057], [-0.003, 0.083, 0.251], [-0.165, 0.376, 0.265], [0.082, -0.165, 0.286], [0.869, 0.378, -1.100], [1.344, 0.489, -1.718], [0.447, 1.429, 0.521], [-0.695, 1.619, 1.671], [-0.202, 0.396, 1.626], [-2.217, -3.722, -0.689], [-0.008, -0.320, 0.085], [0.195, -0.245, -0.062], [0.211, -0.237, 0.046], [0.144, -0.075, -0.049], [-0.125, 0.273, -0.374], [1.092, -0.354, 0.033], [-1.809, 1.695, 0.896], [-0.277, -1.336, -0.667], [0.061, 0.158, -0.046], [-0.546, 0.637, 1.328], [0.934, -1.076, -2.242], [0.041, 0.254, 0.199], [0.016, -0.136, -0.009], [0.707, -0.105, -0.332], [-0.236, 0.180, 0.219], [0.070, 0.173, 0.587], [1.225, 0.495, -0.989], [-0.179, 0.159, 0.848], [-0.685, 2.317, 0.087], [-0.604, 0.618, 1.638], [2.200, -0.973, -2.602], [-1.805, -1.809, 0.895], [0.349, -0.501, -1.152], [0.132, -0.411, 0.052], [-0.497, -0.382, 0.315], [-0.267, 0.438, 0.509], [0.095, 0.053, 0.389], [0.250, 1.529, 0.135], [-0.059, 0.997, 0.137], [-0.527, -1.472, 1.248], [1.937, 1.209, -2.253], [-0.057, 0.000, 1.054], [-0.931, -3.355, -0.747], [-0.088, -0.417, 0.104], [-0.289, 0.166, -0.202], [-0.088, 0.546, 0.678], [0.062, 0.831, -0.478], [0.048, -0.153, 0.157], [0.032, -0.231, -0.776], [0.998, -0.551, 2.392], [-0.925, 2.239, -1.692], [0.305, -0.719, 2.750], [0.327, 0.186, -1.755], [-0.450, 0.005, -0.906], [0.064, 0.239, 0.019], [0.224, -0.877, 0.213], [0.024, -0.385, -0.660], [-0.313, -0.061, 0.183], [-0.101, 0.157, 0.208], [-1.089, -1.617, 1.463], [-0.605, -0.253, 1.697], [0.614, -0.607, -1.464], [0.444, 1.564, -1.323], [0.612, -1.283, 0.069], [-1.565, 0.433, 2.416], [1.035, 1.135, -2.198], [-0.182, 0.169, 0.604], [0.829, 0.446, -0.419], [-0.110, 0.142, -0.393], [-0.121, -0.084, -0.486], [0.199, -2.569, 1.946], [1.301, 1.489, 0.389], [-1.359, 0.576, -1.307], [-0.675, 2.269, 0.031], [3.286, -2.661, -2.012], [-0.525, -1.864, 4.112], [-2.172, 1.244, -1.461], [-0.244, -0.065, -0.336], [0.630, 1.021, 0.190], [-0.438, 0.399, -0.268], [-0.209, 0.071, -1.081], [-0.299, -0.436, -0.292], [-0.631, 0.847, -0.117], [-1.366, -0.864, -0.026], [0.050, 1.070, 0.522], [0.041, 2.967, -1.094], [2.171, -1.732, 2.278], [-0.668, -1.590, -1.430], [0.836, 0.151, 0.047], [0.079, 0.129, 0.176], [-0.145, -0.541, 0.007], [-0.040, 0.062, 0.016], [-1.424, 1.419, -0.476], [-1.989, 1.479, -1.490], [1.738, -3.762, 0.980], [1.187, -0.248, -0.317], [-2.658, 0.895, -1.402], [1.847, 1.819, 1.081], [0.357, -1.982, 0.131], [0.063, 0.488, 0.611], [0.480, -0.487, -0.130], [0.694, -0.066, 0.776], [-0.543, 0.409, 0.301], [-1.555, 0.974, -1.102], [-1.531, -1.103, 0.722], [4.015, -1.444, 1.323], [0.394, 0.807, 0.806], [-1.914, 1.983, -0.953], [-1.660, -1.446, -0.724], [0.551, 0.247, 1.224], [1.550, -0.043, 0.445], [0.277, -0.825, -0.112], [-0.435, 0.424, -0.760], [0.235, 0.580, -0.646], [0.219, -1.228, -2.559], [-0.882, 0.029, -1.744], [1.517, 1.639, 1.751], [-0.179, 1.197, -1.390], [0.868, -2.787, 0.238], [-1.466, -0.056, 0.231], [1.176, 2.634, 1.080], [-0.626, 0.009, 0.439], [0.054, -0.181, 0.422], [-0.899, -0.181, 0.464], [0.440, -1.073, 0.983], [0.911, -0.478, -0.295], [-2.183, 0.775, 0.204], [-1.236, -1.100, 0.361], [0.530, 0.842, -1.229], [0.786, 1.808, 1.648], [2.274, 0.224, -2.727], [-1.001, -1.598, 1.685], [-0.065, -0.389, 0.501], [-0.127, -0.126, 0.031], [0.065, -0.050, 0.163], [-0.004, -0.019, -0.425], [0.718, -2.652, 2.939], [0.808, 1.010, -1.067], [-2.245, 0.106, -0.020], [-0.076, 1.176, -0.440], [2.583, -0.812, -2.782], [0.204, 0.901, 2.471], [-0.069, 0.029, -0.336], [-1.242, -0.147, -0.603], [-0.144, 0.102, -0.123], [-0.301, 0.500, 0.097], [-0.251, -0.183, -0.061], [1.466, 0.712, -0.141], [0.591, 1.540, -0.774], [0.021, -1.725, -0.210], [1.149, 1.292, -1.159], [-2.677, 0.401, 1.226], [0.847, 1.919, -0.238], [-0.213, -3.534, 1.535], [-0.488, -0.033, -0.209], [0.073, 0.338, -0.365], [0.086, -0.148, -0.090], [-0.648, -0.775, 0.065], [0.701, 0.085, -0.691], [0.433, 2.757, 0.020], [-0.956, -3.848, -2.369], [0.405, 1.803, -0.177], [3.695, 0.092, 3.492], [-3.975, 1.479, -0.111], [-0.150, -1.239, -0.132], [0.080, 0.361, -0.249], [0.132, -0.044, -0.326], [-0.058, -0.250, 0.413], [-0.357, -1.053, 0.237]]
}